Record 1
C20H41BNO4S | ωB97M-V/def2-TZVPD

Results
Electronic energy: -42588.2522 eV
Gap between HOMO and LUMO (alpha / beta): 9.44 / 9.34 eV
Total charge: 0
Max |F|: 3.73 eV/Å
HOMO energy (alpha / beta): -8.94 / -9.67 eV
2S+1: 2

XYZ file:
```
68
Properties=species:S:1:pos:R:3:forces:R:3:mulliken_charge:R:1
C 4.6079 -1.2202 0.5923 -0.285 -0.266 0.794 -0.57
C 3.6765 -2.2693 -0.2914 0.141 0.548 -0.189 -0.59
C 2.9589 -1.5304 -1.6085 0.991 0.240 0.771 -0.57
C 1.5531 -0.8186 -1.1523 -0.561 -0.201 1.045 -0.17
C 0.1956 -1.5803 -1.7274 0.864 0.087 -1.390 -0.46
C -1.0415 -0.5632 -2.0819 -1.085 -1.336 -0.428 -0.90
C -2.2505 -0.5625 -0.9262 -0.642 0.771 -0.826 1.27
B -1.5752 0.0950 0.4225 0.612 1.281 0.213 0.46
C -1.6204 -0.5509 1.9407 -0.298 0.934 0.949 -0.81
O -0.8982 1.4172 0.2544 0.346 -2.884 0.199 -0.74
C -3.4362 0.4104 -1.5441 0.631 -0.626 -0.742 -1.89
C -4.8141 0.4285 -0.6614 0.389 3.590 -0.628 1.35
C -6.0628 0.5959 -1.7109 -0.037 0.595 -0.943 -1.38
C -4.7698 1.8595 0.2064 0.402 -0.279 0.573 -1.16
N -4.9596 -0.6619 0.3627 -2.976 -0.626 -2.167 0.55
O -6.2613 -0.7018 0.7666 3.403 -0.091 -0.272 -0.53
C -4.4546 -2.0079 -0.0798 0.561 -3.332 1.326 1.47
C -4.3633 -2.9362 1.3106 1.055 -0.273 0.558 -1.39
C -5.5200 -2.8456 -1.0542 -0.838 -0.276 0.394 -1.16
C -2.9422 -2.0338 -0.7098 1.008 0.426 -1.448 -1.42
H 5.1535 -0.4108 -0.0563 -0.911 -1.890 1.125 0.02
H 5.3657 -1.8741 1.2353 -1.390 1.501 -1.491 0.30
H 3.9707 -0.6156 1.4002 1.143 -1.328 -1.906 0.19
H 4.3630 -3.1428 -0.7065 -1.492 1.756 1.088 0.32
H 2.8521 -2.6692 0.4629 1.709 0.490 -1.821 0.26
H 3.7662 -0.7312 -1.9733 -1.934 -1.577 0.711 0.26
H 2.8510 -2.3052 -2.4882 -0.123 1.517 1.815 0.35
H 1.4939 -0.9207 0.0345 0.257 0.387 -2.379 -0.02
H 1.5118 0.3503 -1.3685 0.136 -2.605 0.157 0.25
H -0.1365 -2.4975 -1.0537 0.671 2.091 -1.257 0.08
H 0.5304 -2.0647 -2.7660 -0.753 0.977 2.210 0.41
H -1.5721 -1.0023 -3.0563 1.085 0.917 1.979 0.40
H -0.6962 0.5201 -2.3665 -0.556 -2.089 0.904 0.28
H -1.2995 0.3161 2.6957 -0.516 -1.968 -1.519 0.22
H -0.9132 -1.4684 2.1061 -1.470 1.550 -0.297 0.26
H -2.7478 -0.8044 2.2357 2.492 0.256 -0.700 0.22
H 0.0620 1.3702 0.5416 -1.823 0.166 -0.120 0.30
H -3.6956 0.0206 -2.6422 0.563 0.584 2.310 0.24
H -2.9563 1.4842 -1.7132 -1.360 -2.128 0.605 0.29
H -6.1123 -0.2583 -2.5424 0.044 1.706 2.048 0.33
H -7.1124 0.7824 -1.2011 2.312 -0.709 -0.881 0.25
H -5.8402 1.5929 -2.3291 -0.319 -2.142 1.357 0.43
H -5.4120 2.6777 -0.3325 1.135 -1.615 1.235 0.32
H -3.6660 2.2626 0.2683 -2.103 -0.841 -0.162 0.23
H -5.1111 1.6609 1.3312 0.424 0.553 -2.624 0.24
H -3.2611 -2.8858 1.7659 -2.418 0.007 -1.035 0.28
H -4.5433 -4.0884 1.0866 0.217 2.568 0.373 0.39
H -5.0753 -2.5600 2.1587 1.060 -0.756 -1.870 0.25
H -6.0956 -3.6426 -0.3769 1.259 1.860 -1.522 0.35
H -6.3512 -2.1685 -1.5212 1.750 -1.167 0.878 0.27
H -4.9870 -3.4484 -1.9039 -0.831 1.294 1.659 0.25
H -2.1676 -2.6875 -0.1088 -1.957 1.144 -0.917 0.28
H -3.0051 -2.5342 -1.7918 0.087 1.093 2.274 0.13
C 7.0825 3.0679 2.4437 0.269 0.054 0.065 -0.63
C 6.3654 4.3391 1.9914 -0.004 0.263 0.275 -0.64
C 5.8265 4.0858 0.5845 0.046 0.719 -0.077 -0.67
S 5.5415 2.3260 0.4679 -0.351 -0.172 -0.001 1.13
O 6.4541 1.7755 -0.5120 -0.472 0.069 0.132 -0.67
O 4.1146 2.0757 0.4255 0.505 -0.015 -0.322 -0.61
C 6.1471 1.9201 2.0940 0.228 -0.187 0.499 -0.61
H 7.3104 3.0890 3.5134 -0.016 -0.027 -0.164 0.35
H 8.0274 2.9623 1.8975 -0.114 -0.038 0.090 0.31
H 5.5324 4.5501 2.6730 0.119 -0.038 -0.096 0.30
H 7.0314 5.2074 2.0087 -0.138 -0.124 -0.014 0.32
H 4.8877 4.6180 0.4114 0.130 -0.235 -0.136 0.32
H 6.5579 4.3620 -0.1800 -0.144 -0.175 0.047 0.35
H 6.6460 0.9497 2.0756 -0.188 0.048 -0.153 0.37
H 5.2894 1.8903 2.7727 0.059 -0.026 -0.162 0.38
```
Forces are in eV/Å.

Record 2
F4Li3Sr | ωB97M-V/def2-TZVPD

Results
Electronic energy: -12322.0574 eV
Gap between HOMO and LUMO: 8.44 eV
Energy relative to the best compared isomer or geometry (same formula, charge and spin): 0.0 kcal per mole
Total charge: +1
Max |F|: 3.55 eV/Å
HOMO energy: -13.79 eV

XYZ file:
```
8
Properties=species:S:1:pos:R:3:forces:R:3:mulliken_charge:R:1
Sr 0.8576 -1.8837 1.5440 -0.605 3.478 0.349 1.74
Li 0.4599 -1.5028 -1.6174 -0.065 1.189 0.588 0.94
Li 0.2304 0.7001 0.2272 0.137 1.330 0.558 0.89
Li -2.0794 1.1921 -1.3053 0.933 1.111 0.570 0.92
F -0.6456 2.3050 -0.8686 -0.937 -2.241 -0.076 -0.89
F -1.0150 -1.0829 -0.0398 1.815 -0.496 -0.765 -0.90
F 1.8782 -0.1657 -0.2386 -1.660 -2.137 0.026 -0.85
F 0.3139 0.4379 2.2984 0.383 -2.234 -1.250 -0.85
```
Forces are in eV/Å.

Record 3
C15H11Cl2MnNO3SYb | ωB97M-V/def2-TZVPD

Results
Electronic energy: -122050.1987 eV
Gap between HOMO and LUMO (alpha / beta): 6.93 / 2.98 eV
Energy relative to the best compared isomer or geometry (same formula, charge and spin): 0.0 kcal per mole
Total charge: +4
Max |F|: 6.42 eV/Å
HOMO energy (alpha / beta): -19.83 / -19.83 eV
2S+1: 6

XYZ file:
```
35
Properties=species:S:1:pos:R:3:forces:R:3:mulliken_charge:R:1
Yb 2.1822 2.4497 -5.1670 1.413 0.146 0.489 1.48
Mn 0.7122 -0.1279 -2.3867 0.824 2.221 -2.176 0.53
Cl 0.4684 2.4449 -3.3583 -0.549 -0.982 1.205 -0.51
Cl 2.4710 -0.4266 -3.7768 -0.396 0.319 0.094 -0.42
C 0.2214 -1.9354 -2.2765 0.059 -6.397 0.483 0.47
C 0.1395 2.9731 -6.4933 -5.340 0.870 -2.370 0.10
C 1.7132 1.0291 -7.0883 -1.162 -3.790 -4.235 0.07
O 0.1861 -3.0967 -2.1643 -0.121 5.098 -0.569 -0.14
O -0.9014 3.0197 -6.9937 4.439 -0.187 2.081 -0.04
O 1.3539 0.3520 -7.9463 1.373 2.641 3.263 0.00
N -0.0154 0.4672 -0.7569 -1.357 -0.580 1.368 -0.25
S -0.9421 -0.5416 0.2122 1.262 1.525 -0.662 0.25
C 0.3157 -1.4960 1.0754 1.492 0.831 -0.533 0.14
C 1.6744 -1.3767 0.7938 -2.511 1.222 -0.974 0.32
C 2.5903 -2.1618 1.5016 1.174 -0.490 0.216 -0.61
C 2.1430 -3.0600 2.4743 -1.267 -1.089 1.227 -0.46
C 0.7741 -3.1835 2.7442 1.720 -0.694 0.605 -0.67
C -0.1434 -2.4087 2.0350 -0.677 -0.070 -0.029 -0.15
C -1.4986 0.6165 1.4599 0.639 -0.208 0.850 0.24
C -0.6764 1.0075 2.5195 0.127 -1.668 -2.121 0.17
C -1.1623 1.9253 3.4574 -0.755 1.351 1.259 -0.57
C -2.4535 2.4452 3.3308 -0.725 0.150 -0.263 -0.52
C -3.2716 2.0476 2.2648 -0.187 1.637 1.970 -0.56
C -2.7984 1.1332 1.3275 0.821 -1.472 -1.310 -0.14
H -0.1021 1.4427 -0.4600 0.076 -0.289 -0.179 0.19
H 2.0119 -0.6665 0.0349 -0.028 -0.223 0.334 0.62
H 3.6575 -2.0689 1.2918 -0.191 -0.004 0.078 0.48
H 2.8576 -3.6695 3.0293 -0.138 0.139 -0.151 0.50
H 0.4163 -3.8784 3.5033 0.131 0.084 -0.152 0.49
H -1.2161 -2.4915 2.2101 0.132 -0.226 0.125 0.51
H 0.3260 0.5860 2.6083 -0.217 0.231 0.122 0.53
H -0.5207 2.2314 4.2860 -0.178 -0.012 -0.146 0.47
H -2.8252 3.1657 4.0612 0.086 -0.205 -0.167 0.49
H -4.2773 2.4522 2.1595 0.140 -0.036 0.051 0.48
H -3.4103 0.8005 0.4873 -0.110 0.160 0.219 0.50
```
Forces are in eV/Å.

Record 4
C31H31F5GeN3O2ReS | ωB97M-V/def2-TZVPD

Results
Electronic energy: -124267.6158 eV
Gap between HOMO and LUMO: 6.89 eV
Energy relative to the best compared isomer or geometry (same formula, charge and spin): 53.2 kcal per mole
Total charge: +2
Max |F|: 1.16 eV/Å
HOMO energy: -14.04 eV

XYZ file:
```
75
Properties=species:S:1:pos:R:3:forces:R:3:mulliken_charge:R:1
Re 2.1500 -0.8620 0.5568 -0.604 0.315 -0.115 1.85
N 2.3463 -0.3160 2.7227 -0.022 -0.498 -0.479 -0.61
C 2.5198 1.1098 3.0883 -0.101 0.344 -0.098 -0.97
C 1.6779 1.9339 2.1404 0.085 0.087 0.243 0.21
N 1.9537 1.5537 0.7414 -0.231 -0.763 0.031 0.55
C 3.1262 2.2255 0.1482 0.118 0.018 -0.072 -0.49
C 4.3669 1.3725 0.2985 -0.188 0.353 0.083 -0.75
N 4.0028 0.0179 -0.1555 -0.151 -0.258 -0.166 -0.54
H 3.1094 -0.8646 3.1153 -0.052 -0.042 0.114 0.37
H 1.4967 -0.6597 3.1685 0.018 -0.027 0.060 0.21
H 2.2060 1.2906 4.1166 -0.001 -0.079 0.011 0.55
H 3.5725 1.3721 3.0238 0.045 -0.096 -0.002 0.24
H 0.6265 1.7313 2.3330 0.066 0.097 -0.004 -0.36
H 1.8574 2.9992 2.3072 0.002 -0.003 -0.050 0.58
H 1.1545 1.8495 0.1896 -0.099 0.070 -0.107 -1.09
H 2.9182 2.3706 -0.9121 -0.054 0.038 -0.068 0.26
H 3.2783 3.2097 0.5959 -0.016 0.003 -0.027 0.39
H 5.1891 1.7793 -0.2903 0.006 -0.046 -0.015 0.53
H 4.6956 1.3236 1.3330 0.039 -0.111 0.001 0.27
H 3.9975 -0.0027 -1.1728 0.082 -0.043 -0.049 0.30
H 4.7265 -0.6426 0.1302 0.074 -0.009 -0.123 0.41
F -0.9871 -6.9249 0.5677 -0.096 -0.056 0.017 -0.27
C -0.0838 -5.9992 0.3459 0.162 0.076 -0.086 0.63
C 0.8491 -6.1686 -0.6698 0.007 0.008 0.013 0.33
F 0.8199 -7.2545 -1.4148 -0.010 -0.054 0.000 -0.27
C 1.8016 -5.1884 -0.9062 -0.103 0.175 0.164 0.45
F 2.6897 -5.3415 -1.8742 0.000 -0.085 -0.094 -0.33
C 1.8160 -4.0274 -0.1449 -0.125 -0.201 0.101 0.54
S 2.9911 -2.7595 -0.4016 -0.019 0.834 0.254 -0.50
C 0.8839 -3.8970 0.8680 0.248 -0.253 -0.336 -0.21
F 0.9376 -2.7479 1.6125 -0.119 0.479 0.178 -0.20
C -0.0714 -4.8474 1.1271 0.008 0.117 0.131 -0.13
F -0.9659 -4.6675 2.0861 -0.042 -0.017 0.031 -0.32
C -0.5127 -1.6329 -3.0440 0.081 0.086 -0.040 -0.85
C -0.6781 -2.4398 -1.8044 -0.296 -0.128 -0.367 0.59
O -1.1353 -3.5166 -1.6606 0.060 0.169 0.065 -0.42
O -0.0897 -1.8432 -0.6388 -0.074 -0.354 0.065 0.64
H -0.8750 -2.2025 -3.8942 -0.025 -0.034 0.031 0.50
H 0.5420 -1.3875 -3.1834 0.003 -0.021 0.005 0.31
H -1.0822 -0.7053 -2.9604 -0.011 -0.019 0.001 0.13
C 0.3330 -0.6315 -0.3404 1.044 0.146 0.483 -1.16
Ge -1.1891 0.7752 -0.3572 -0.060 0.334 0.023 1.67
C -1.5096 0.9666 1.5829 0.026 -0.114 -0.566 -0.12
C -1.0529 0.0245 2.5046 -0.208 0.019 -0.005 -0.42
C -1.3909 0.1335 3.8462 0.076 -0.114 0.036 -0.85
C -2.1888 1.1837 4.2805 0.004 0.054 -0.015 -0.72
C -2.6552 2.1194 3.3683 -0.016 0.030 0.042 -0.81
C -2.3274 2.0039 2.0241 0.075 0.019 -0.028 -0.48
C -2.8575 0.2455 -1.2441 0.559 0.029 0.197 0.31
C -3.4527 -1.0057 -1.0980 -0.001 -0.014 0.074 -0.04
C -4.6772 -1.2629 -1.6955 0.011 -0.089 0.035 -0.81
C -5.3283 -0.2674 -2.4119 0.047 0.006 -0.017 -0.63
C -4.7439 0.9832 -2.5492 -0.069 0.046 -0.021 -0.74
C -3.5086 1.2397 -1.9730 0.143 -0.039 -0.035 -0.71
C -0.4366 2.3349 -1.3099 -0.107 -0.332 0.212 0.08
C -0.7699 3.6524 -0.9936 0.044 -0.094 0.143 -0.04
C -0.2743 4.7059 -1.7496 -0.030 0.087 -0.007 -0.86
C 0.5460 4.4585 -2.8415 0.000 -0.043 0.007 -0.60
C 0.8682 3.1512 -3.1820 0.066 -0.030 -0.044 -0.71
C 0.3821 2.0989 -2.4200 -0.027 -0.093 0.168 0.01
H -0.4563 -0.8160 2.1659 -0.080 -0.057 0.043 1.33
H -1.0511 -0.6136 4.5538 -0.041 -0.014 0.010 0.51
H -2.4652 1.2588 5.3235 0.021 0.015 0.005 0.43
H -3.2862 2.9330 3.7008 -0.013 -0.016 0.001 0.46
H -2.7253 2.7223 1.3160 -0.045 0.003 0.058 0.34
H -2.9799 -1.7860 -0.5114 -0.028 0.012 0.013 0.40
H -5.1219 -2.2444 -1.5965 -0.043 0.026 0.019 0.46
H -6.2915 -0.4693 -2.8604 0.007 0.006 -0.023 0.42
H -5.2448 1.7627 -3.1079 -0.024 -0.017 0.004 0.44
H -3.0477 2.2137 -2.0939 -0.054 0.002 -0.059 0.34
H -1.4222 3.8601 -0.1534 0.036 0.066 -0.007 0.30
H -0.5424 5.7227 -1.4940 0.008 -0.004 -0.001 0.47
H 0.9257 5.2804 -3.4337 -0.019 0.005 0.002 0.44
H 1.4895 2.9490 -4.0458 -0.013 0.031 0.007 0.46
H 0.6314 1.0769 -2.6922 0.042 0.063 -0.059 0.30
```
Forces are in eV/Å.